[1]
Here is 18 unconnected molecules or ions with the total composition C20H76O28 in a non-equilibrium geometry from the OMol25 dataset. Energies are from wB97M-V/def2-TZVPD.

## Properties
**LUMO**: -0.31 eV
**HOMO level**: -9.02 eV
**ΔE to the lowest compared entry with this formula, charge and spin**: 118.9 kJ/mol
**Gap between HOMO and LUMO**: 8.703 eV
**Calculated total energy**: -2913.98909 hartree

```
124
C20H76O28, DFT wB97M-V/def2-TZVPD
H -7.51500 6.90800 2.68800
H -2.67100 5.35000 0.35100
H -6.78500 6.03800 3.94700
H -8.94000 5.37700 5.90600
C -8.90400 2.68500 3.90100
H -8.24100 4.32500 3.75400
C -9.30600 7.16600 6.65400
H -6.71100 2.71800 4.26500
H -5.78600 11.05700 4.95400
H -5.37700 10.37900 1.67000
H -7.67700 1.26200 4.99100
H 1.38100 6.76200 2.58800
C -3.80000 6.58400 -0.57000
O -4.79800 2.01000 1.23300
O -5.54500 6.99800 2.67600
H -7.87400 9.87000 1.54400
C -7.54000 1.96700 4.12900
C -4.78600 2.78400 6.19900
O -3.93800 5.19700 3.98400
C -6.58400 4.93300 2.12600
H -7.45700 3.91800 -1.35300
H -7.55400 0.59800 -0.43100
H -0.84300 6.77200 3.81800
H -0.15500 8.40800 1.88600
O -11.36100 -0.27600 -1.23000
O -5.07600 9.91700 2.48000
H -10.06500 5.72400 7.92100
H -8.24500 9.44800 0.16200
O -10.44400 4.12200 0.68500
H -10.13400 7.43800 5.87600
H -3.76100 2.93500 6.56500
H -9.63000 4.10200 0.22400
C -9.72200 6.72600 8.03600
H -0.74500 7.25600 0.77000
H -10.72800 1.78200 0.71900
H -5.35200 1.81800 1.95300
H -4.96000 10.60600 6.35300
H -8.90800 6.32600 0.68700
H -9.38100 -0.17500 -1.24600
O -8.93200 3.98900 4.32900
H -4.89100 6.70200 3.30400
O -8.27000 3.67400 -0.80100
O -10.68900 7.57600 8.51300
H -11.36500 -1.00200 -0.68500
H -9.38100 2.57700 2.96200
O -10.38400 4.65500 -2.09200
H -8.26700 7.51700 0.21800
H -6.68000 3.53100 6.37200
H -3.39400 6.65100 6.99800
C -9.98800 0.96300 0.46200
O -6.84700 10.71100 6.46000
O -5.59400 5.17600 6.15500
H -3.21200 3.75100 3.19300
H -9.62300 2.29000 4.59500
H -5.17200 8.95400 2.30300
H -10.34900 4.39400 -3.02300
H -4.93300 -0.17100 -0.55500
H -6.13000 5.19500 1.14200
H -5.42400 1.05300 5.75300
C -5.76100 0.36400 -0.02000
H -5.76800 8.30100 6.40500
O -3.56800 5.65700 0.52900
H -9.99900 0.13000 1.16700
H -5.04700 8.21300 0.33300
H -2.94400 7.19800 -0.73100
O -3.00500 6.86200 6.18600
H -4.83800 2.80300 5.10200
O -8.61200 6.72600 -0.08800
H -8.70300 2.30900 0.03700
O -8.94300 8.64900 3.71700
H -11.77900 3.17400 -1.51500
H -4.90200 2.10400 -0.86800
H -5.60500 3.86900 7.78300
H -1.28900 5.58700 2.62100
O -4.53000 8.58500 4.89100
C -11.58000 4.26100 -1.43500
O -8.45100 6.12800 6.24800
H -8.56300 8.03900 4.32800
H -2.78200 3.14800 1.97400
H -11.50600 5.91200 0.16100
H -6.50600 8.51100 4.84600
O -6.78200 0.28500 -0.93600
C -5.72000 8.86300 5.48800
H -5.99300 -0.02800 0.98000
O 0.86600 6.64400 1.82000
H -10.29800 8.43600 8.42400
H -5.99800 6.84200 -0.47300
H -3.95400 5.96600 -1.39100
C -5.06800 7.43100 -0.53000
H -3.33500 6.82500 2.69800
C -6.68100 6.23100 2.88800
H -8.77800 8.07600 6.63900
H -7.74000 0.83400 2.56600
H -6.34400 2.37700 0.02600
H -8.93000 6.59200 8.74300
H -3.38400 7.59300 5.69500
C -5.75700 10.33000 5.70700
H -6.65200 10.49500 7.37000
H -12.59300 4.70600 -1.76800
O -7.83500 4.53200 1.91300
H -12.38500 4.47600 0.51300
H -4.38100 9.16300 4.13000
H -8.93300 4.18200 -1.30500
H -10.09900 1.35300 -1.69800
O -8.71700 1.49600 0.56800
C -0.33400 7.30100 1.77400
H -3.32100 5.72400 4.50000
H -8.44000 9.42900 3.51200
C -5.72400 3.87100 6.65200
O -7.81400 9.12700 0.97800
H -5.92900 4.21800 2.57100
H -7.83900 4.26400 1.01000
O -2.61000 3.05700 2.85900
C -10.16100 0.48900 -0.95900
O -2.52700 7.35800 2.80700
C -5.43800 1.83300 0.02300
C -11.51800 4.80000 0.02200
O -4.98500 1.41900 6.52400
H -6.06000 8.61200 -1.69000
O -5.16500 8.12900 -1.71300
C -1.26900 6.66900 2.79000
H -6.46000 5.58200 6.11600
O -7.05300 1.36700 2.87300
H -4.59100 5.06500 4.65600
```



[2]
Here is C6H9N in the gas phase in a non-equilibrium geometry from the OMol25 dataset. Energies are from wB97M-V/def2-TZVPD.

## Properties
**LUMO**: 1.01 eV
**SMILES**: C#CC[C@]1(C)CN1
**HOMO level**: -9.31 eV
**ΔE to the lowest compared entry with this formula, charge and spin**: 316.0 kJ/mol
**Gap between HOMO and LUMO**: 10.325 eV
**Calculated total energy**: -288.66169 hartree

```
16
C6H9N, DFT wB97M-V/def2-TZVPD
H -2.12185 -0.32075 1.50278
N -0.01912 -0.13051 1.98731
C -0.02393 -0.15539 0.47930
H -0.05242 -1.61916 -1.23836
H -0.25497 -1.02282 2.44061
H -1.41178 1.34144 1.40818
H -0.12286 1.28134 -3.76182
H -0.43481 -2.22258 0.38166
C 0.85539 0.96081 -0.17526
C 0.59043 1.13744 -1.61173
C 0.19500 -1.52663 -0.16990
H 0.67833 1.93017 0.30218
C -1.22392 0.27604 1.29918
H 1.91683 0.71308 -0.03585
H 1.25102 -1.84947 -0.06608
C 0.17864 1.20701 -2.74220
```



[3]
Here is a gas-phase ion, C2H3O3S (charge -1) in a non-equilibrium geometry from the OMol25 dataset. Energies are from wB97M-V/def2-TZVPD.

## Properties
**LUMO**: 3.78 eV
**HOMO level**: -3.56 eV
**ΔE to the lowest compared entry with this formula, charge and spin**: 547.7 kJ/mol
**Gap between HOMO and LUMO**: 7.337 eV
**Total charge**: -1
**Calculated total energy**: -701.78621 hartree

```
9
C2H3O3S, DFT wB97M-V/def2-TZVPD
H 0.61004 2.62539 2.00452
H 1.18997 -0.54345 0.07464
C 0.83442 2.23852 0.98454
O -1.71882 -1.16538 -1.75749
H 0.02539 0.42258 -1.03784
O -0.34235 -2.74943 -0.83012
C 0.26459 -0.05892 -0.03546
O 0.35723 0.91230 1.05653
S -1.22048 -1.68161 -0.45933
```



[4]
Here is a molecular structure, CH6N2S from the OMol25 dataset. Energies are from wB97M-V/def2-TZVPD.

## Properties
**LUMO**: 0.36 eV
**HOMO level**: -7.59 eV
**ΔE to the lowest compared entry with this formula, charge and spin**: 47.5 kJ/mol
**Gap between HOMO and LUMO**: 7.952 eV
**Calculated total energy**: -549.36911 hartree

```
10
CH6N2S, DFT wB97M-V/def2-TZVPD
H 0.13076 -0.09250 1.35318
N 0.19775 0.29814 -0.60959
N -1.70451 0.60602 0.71730
H -2.12921 0.47510 1.61594
S 2.84019 -0.89607 -0.49012
H -2.31835 0.89104 -0.02488
H -0.29004 0.64056 -1.43043
C -0.43343 0.25080 0.49102
H 1.41261 -0.17240 -0.59993
H 2.29423 -2.00070 -1.02251
```